[1]
This record from the Open Molecules 2025 dataset describes 8 unconnected molecules or ions with the total composition C34H90N6O11. The level of theory is ωB97M-V/def2-TZVPD.

Each line ends with the Mulliken charge.
Positions of all 141 atoms, in Å:
C: -5.32654 0.90586 -4.89048  -0.664
O: -5.32671 2.31155 -4.66146  -0.348
C: -4.16264 2.73738 -4.08442  -0.916
C: -3.79770 2.19576 -2.69370  0.949
C: -4.76663 2.54659 -1.51759  -1.300
N: -2.43250 2.44840 -2.31116  -0.770
H: -6.30375 0.61231 -5.27388  0.275
H: -5.15604 0.21068 -4.06843  0.189
H: -4.54069 0.69422 -5.61558  0.334
H: -3.41336 2.51786 -4.84501  0.423
H: -4.12342 3.81875 -3.95328  0.392
H: -3.83128 1.11157 -2.80091  -0.035
H: -5.59713 1.84205 -1.47302  0.194
H: -5.22475 3.52324 -1.67372  0.371
H: -4.20695 2.61525 -0.58478  0.376
H: -2.17013 1.86493 -1.52961  0.209
H: -1.89635 2.20251 -3.13102  0.273
C: -2.48800 -6.99015 0.07735  -0.691
O: -2.85602 -5.84536 0.87493  -0.310
C: -3.38714 -4.74724 0.18921  -0.011
C: -2.78795 -4.47484 -1.26606  0.518
C: -3.29518 -3.15758 -1.89224  -1.198
N: -3.29032 -5.55223 -2.15542  -0.619
H: -2.25291 -7.76379 0.80832  0.272
H: -1.61882 -6.74291 -0.53217  0.317
H: -3.29693 -7.40734 -0.52239  0.266
H: -4.47414 -4.72855 0.11052  0.296
H: -3.13725 -3.91700 0.84978  -0.343
H: -1.70320 -4.48341 -1.15957  0.312
H: -4.34499 -2.90063 -1.75083  0.257
H: -3.11711 -3.09804 -2.96595  0.438
H: -2.77785 -2.43737 -1.25840  -0.049
H: -3.38214 -5.22617 -3.10692  0.277
H: -4.21008 -5.82003 -1.83539  0.251
C: 0.87163 1.33216 3.82776  -0.898
O: 1.33597 0.70000 2.65301  -0.067
C: 2.52395 1.21275 2.00893  1.130
C: 3.74578 0.98009 2.94286  0.625
C: 3.81156 -0.39823 3.69581  -1.339
N: 3.91787 1.92564 3.97294  -0.788
H: -0.16396 1.05792 4.02888  0.146
H: 0.93401 2.41781 3.90249  0.351
H: 1.30299 0.83503 4.69660  0.294
H: 2.71063 0.52491 1.18423  -1.376
H: 2.42888 2.19275 1.54132  0.345
H: 4.71419 1.10037 2.45726  0.160
H: 4.71073 -0.51126 4.30146  0.419
H: 3.63572 -1.23561 3.02055  0.292
H: 2.99947 -0.44877 4.42111  0.199
H: 3.11825 2.01575 4.58335  0.279
H: 3.86782 2.87026 3.61896  0.317
C: 8.66803 3.08025 -0.65568  -0.759
O: 7.31975 2.87334 -0.89120  -0.341
C: 6.48408 1.99827 0.00252  -1.106
C: 5.04943 1.82569 -0.47436  1.426
N: 4.41030 3.12785 -0.67062  -0.241
C: 3.06803 2.93032 -1.14015  0.088
C: 2.18406 4.22719 -0.97713  -0.838
O: 2.91024 5.34299 -1.50857  -0.331
C: 2.07025 6.42061 -1.79991  -0.789
H: 9.18155 2.12748 -0.78461  0.298
H: 8.81609 3.21627 0.41562  0.306
H: 9.01189 3.91499 -1.26648  0.220
H: 6.60267 2.42836 0.99703  0.481
H: 6.87439 0.98106 0.03481  0.443
H: 4.46829 1.19712 0.20038  -0.551
H: 5.15328 1.34439 -1.44682  -0.618
H: 5.06877 3.75211 -1.11426  0.399
H: 2.53499 2.13011 -0.62669  -0.255
H: 3.11117 2.61633 -2.18305  0.524
H: 1.97716 4.37982 0.08211  0.304
H: 1.25390 4.07657 -1.52505  0.486
H: 1.55721 6.91070 -0.97244  0.284
H: 1.33852 6.00618 -2.49340  0.341
H: 2.57342 7.20864 -2.36020  0.270
C: 3.09480 0.05797 -8.48743  -0.776
O: 3.84134 0.11684 -7.27674  -0.299
C: 5.29153 -0.12202 -7.43052  -0.666
C: 5.79758 -0.08047 -6.00297  -0.557
N: 5.14301 -1.07747 -5.16939  -0.367
C: 5.45809 -0.89653 -3.75220  -0.378
C: 4.58961 -1.86962 -2.88383  -0.610
O: 4.47555 -1.33327 -1.57958  -0.143
C: 3.31438 -1.84641 -0.92394  -0.500
H: 2.02135 -0.02419 -8.31697  0.236
H: 3.48158 -0.76393 -9.08992  0.323
H: 3.33584 0.89334 -9.14482  0.289
H: 5.75808 0.61018 -8.08955  0.431
H: 5.59255 -1.06048 -7.89611  0.386
H: 5.69251 0.93155 -5.61198  0.342
H: 6.84545 -0.36401 -6.10130  0.311
H: 4.17541 -0.84625 -5.34374  0.314
H: 5.18042 0.14176 -3.57068  0.194
H: 6.48351 -1.08067 -3.43175  0.261
H: 5.01336 -2.87046 -2.96663  0.231
H: 3.60764 -1.88156 -3.35680  0.376
H: 3.28023 -1.23565 -0.02177  -0.218
H: 3.36078 -2.91215 -0.69999  0.377
H: 2.36661 -1.62615 -1.41519  0.375
C: -1.89634 -4.53059 3.62335  -0.706
O: -1.38784 -3.70591 4.77981  -0.512
C: -1.70959 -2.33686 4.48464  -0.186
C: -3.08344 -1.85502 5.05656  -0.862
N: -3.25125 -0.42200 5.33605  -0.163
C: -4.52279 -0.23564 6.04930  -0.587
C: -4.64720 1.24505 6.53211  -0.714
O: -3.63343 1.66206 7.47013  -0.289
C: -3.77166 2.77317 8.31037  -0.711
H: -1.27962 -4.45759 2.72757  0.315
H: -2.94044 -4.37329 3.35278  0.248
H: -1.75870 -5.56774 3.92908  0.356
H: -1.64631 -2.24575 3.40030  0.078
H: -0.80789 -1.82736 4.82442  0.300
H: -2.97643 -2.26393 6.06127  0.470
H: -3.98630 -2.42774 4.84461  0.514
H: -2.53398 0.02905 5.88576  0.304
H: -4.63892 -0.96288 6.85287  0.411
H: -5.34773 -0.31466 5.34125  0.226
H: -5.54857 1.27372 7.14433  0.422
H: -4.77473 1.93734 5.69991  0.325
H: -2.98259 2.60646 9.04363  0.227
H: -4.73968 2.83538 8.80753  0.292
H: -3.63301 3.73227 7.81136  0.279
C: -5.35929 -1.77803 2.48097  -0.594
C: -6.45004 -1.53622 1.41323  -0.619
O: -5.91523 -0.81034 0.36404  -0.346
H: -5.01246 -0.87516 2.98360  0.197
H: -4.47219 -2.28877 2.10639  0.058
H: -5.73646 -2.44261 3.25826  0.436
H: -7.24615 -0.85440 1.71228  0.342
H: -6.83348 -2.53611 1.21004  0.348
H: -6.52142 -0.90879 -0.37382  0.231
C: -0.15739 0.77016 -0.26475  -0.945
C: -1.28602 -0.08756 0.38808  -0.222
O: -2.52755 0.31006 -0.18796  -0.198
H: -0.31302 0.79844 -1.34322  0.594
H: 0.81774 0.38525 0.03367  -0.190
H: -0.27824 1.80375 0.05956  0.344
H: -1.26436 -0.01550 1.47548  0.247
H: -1.43326 -1.16400 0.30026  0.192
H: -3.17002 0.24699 0.52258  0.089

Results
Energy above the lowest of the compared OMol25 structures with the same formula, charge and spin = 117.8 kcal per mole
HOMO energy = -8.24 eV
SMILES = COC[C@H](C)N.COC[C@H](C)N.COC[C@H](C)N.COCCNCCOC.COCCNCCOC.COCCNCCOC.CCO.CCO
Orbital gap = 0.3172 Eh

[2]
This record from the Open Molecules 2025 dataset describes a molecular structure, C34H90NNiO12. The level of theory is ωB97M-V/def2-TZVPD.

Each line ends with the Mulliken spin population.
Positions of all 138 atoms, in Å:
Ni: -0.02909 -0.62503 0.00134  1.848
C: 0.45140 -3.35926 -3.80363  0.000
C: -0.94477 -2.64790 -3.67670  0.001
C: -1.90105 -3.20634 -4.79636  0.000
C: -2.45663 -4.56203 -4.46648  0.001
C: -3.21968 -4.46745 -3.14587  0.000
C: -2.29279 -3.94743 -1.96125  0.002
N: -1.62183 -2.70025 -2.32810  0.005
O: -0.87151 -2.02033 -1.28794  0.045
C: -1.33589 -5.05214 -1.57990  0.003
C: -3.33642 -3.70862 -0.80389  0.000
C: -0.86722 -1.19195 -4.11414  0.000
H: 0.66254 -4.16849 -3.10457  0.000
H: 1.16055 -2.54650 -3.64669  0.000
H: 0.65849 -3.73812 -4.80447  0.000
H: -1.35459 -3.38077 -5.72322  0.000
H: -2.69702 -2.53098 -5.11008  0.000
H: -1.61872 -5.24689 -4.33623  0.000
H: -3.15973 -4.90399 -5.22596  0.000
H: -3.59813 -5.46359 -2.91654  0.000
H: -4.06016 -3.80858 -3.36399  0.000
H: -0.40234 -4.75878 -1.09977  -0.001
H: -1.03630 -5.69077 -2.41087  0.000
H: -1.84067 -5.75995 -0.92239  0.000
H: -2.77676 -3.37516 0.06999  0.000
H: -3.88278 -4.59755 -0.48860  0.000
H: -4.13783 -2.97629 -0.90154  0.000
H: -0.46234 -1.07387 -5.11924  0.000
H: -0.16519 -0.58696 -3.54034  -0.001
H: -1.80857 -0.64368 -4.07708  0.000
C: 2.38329 0.76144 -3.25940  0.001
C: 2.21484 0.77859 -1.77442  0.001
C: 2.74543 2.00941 -1.06341  -0.003
O: 0.84674 0.69583 -1.38922  0.034
H: 1.94496 1.58724 -3.81979  0.000
H: 2.03018 -0.19634 -3.64159  0.000
H: 3.44623 0.91693 -3.44401  0.000
H: 2.83850 0.00347 -1.32908  0.000
H: 2.45088 2.14834 -0.02320  0.001
H: 2.53553 2.95415 -1.56492  0.000
H: 3.83519 1.99702 -1.04421  0.000
H: 0.39437 1.46232 -1.74902  0.001
C: -2.82835 -1.56120 2.92069  0.000
C: -1.32070 -1.22165 3.00625  0.001
C: -0.56618 -1.85122 4.21383  0.001
O: -0.78251 -1.65267 1.77786  0.022
H: -3.34755 -1.51027 3.87774  0.000
H: -3.04796 -2.53602 2.48525  0.000
H: -3.30441 -0.80545 2.29594  0.000
H: -1.23643 -0.13760 3.08261  0.003
H: -0.50418 -2.93811 4.15968  0.000
H: -1.22265 -1.63908 5.05771  0.001
H: 0.42225 -1.39959 4.29836  0.000
H: -0.85419 -2.60821 1.83621  -0.001
C: 3.06351 -3.38361 -0.89507  0.000
C: 2.05718 -3.12209 0.27925  0.003
C: 2.60237 -3.47972 1.63965  0.000
O: 1.84291 -1.70305 0.31216  0.014
H: 3.26508 -4.44610 -1.03138  0.000
H: 3.98474 -2.83159 -0.70876  0.000
H: 2.68900 -2.96965 -1.83127  0.000
H: 1.13797 -3.69603 0.16206  0.000
H: 1.80208 -3.38280 2.37330  0.000
H: 3.46355 -2.94910 2.04574  0.000
H: 2.93554 -4.50636 1.48762  0.001
H: 2.72504 -1.33768 0.41189  -0.002
C: -1.33027 4.85718 -3.42930  0.000
C: -1.56364 3.44926 -3.01509  0.000
C: -1.70006 2.44515 -4.17387  0.000
O: -0.39222 3.09318 -2.31725  -0.001
H: -2.30009 5.29439 -3.66675  0.000
H: -0.69310 4.92266 -4.31124  0.000
H: -0.89181 5.45073 -2.62708  0.000
H: -2.45761 3.38016 -2.39529  0.000
H: -0.82605 2.51561 -4.82136  0.000
H: -2.54595 2.72731 -4.80072  0.000
H: -1.85798 1.42591 -3.82130  0.000
H: 0.32476 3.58306 -2.72658  0.000
C: -2.25344 2.53155 4.75992  0.000
C: -3.14595 2.22703 3.51583  0.000
C: -4.24513 3.17897 3.12362  0.000
O: -2.24052 2.29186 2.39725  -0.002
H: -1.71764 1.61002 4.98749  0.000
H: -2.86561 2.81596 5.61576  0.000
H: -1.51682 3.30987 4.56065  0.000
H: -3.61129 1.24536 3.60473  0.000
H: -4.88327 3.21115 4.00671  0.000
H: -4.85786 2.89147 2.26921  0.000
H: -3.90124 4.20589 3.00003  0.000
H: -2.09534 3.20828 2.15085  0.001
C: 6.69347 -0.88549 1.57467  0.000
C: 5.37538 -0.03259 1.66498  0.000
C: 5.66900 1.50871 1.47697  0.000
O: 4.60149 -0.43371 0.53507  -0.001
H: 7.36448 -0.62948 0.75473  0.000
H: 6.45376 -1.94819 1.53853  0.000
H: 7.22375 -0.64807 2.49692  0.000
H: 4.84312 -0.25532 2.58974  0.000
H: 6.26292 1.77980 2.34982  0.000
H: 4.69924 2.00354 1.53002  0.000
H: 6.18861 1.76724 0.55433  0.000
H: 5.13289 -0.69014 -0.22220  0.000
C: 1.56088 5.27594 0.40095  0.000
C: 1.80178 4.50001 1.67709  0.000
C: 1.62060 5.28555 2.95695  0.000
O: 0.78749 3.59250 1.80779  -0.001
H: 0.63243 5.84630 0.42888  0.000
H: 1.55677 4.57581 -0.43445  0.000
H: 2.37423 5.97088 0.19210  0.000
H: 2.77140 4.01586 1.56077  0.000
H: 2.23454 6.18178 2.86779  0.000
H: 1.97403 4.78022 3.85574  0.000
H: 0.59397 5.60333 3.13901  0.000
H: -0.00750 4.11984 1.91499  0.000
C: -1.87515 -5.12518 2.50041  0.000
O: -0.72084 -4.35857 2.20225  -0.001
H: -2.46107 -5.41264 1.62739  0.000
H: -1.48516 -6.06226 2.89775  0.000
H: -2.46230 -4.52249 3.19332  0.000
H: 0.00905 -4.62643 2.76538  0.000
C: -1.79055 4.47138 0.18124  -0.001
O: -1.69925 4.97137 1.54312  0.000
H: -1.19054 3.56267 0.13279  0.000
H: -2.82438 4.19746 -0.02917  0.000
H: -1.36819 5.14275 -0.56640  0.000
H: -2.01778 5.87681 1.52546  0.000
C: -2.71815 0.59437 -0.69526  -0.005
O: -1.56144 0.80110 0.19071  0.026
H: -3.34704 -0.15144 -0.20909  0.001
H: -3.28424 1.49177 -0.94489  0.001
H: -2.38104 0.11873 -1.61625  0.001
H: -1.86094 1.42994 0.85136  -0.003
C: 1.57727 0.77002 2.72440  0.002
O: 0.97044 0.88466 1.46868  0.003
H: 2.34240 1.54149 2.81111  0.001
H: 0.83820 0.94365 3.50652  0.000
H: 1.94649 -0.23920 2.90674  0.000
H: 0.82634 1.83378 1.46488  -0.001

Results
HOMO energy (spin up / spin down) = -8.07 / -7.96 eV
2S+1 = 3
Orbital gap (spin up / spin down) = 0.2341 / 0.2303 Eh
Total charge = +1

Which formula does entry 1 have?
C34H90N6O11